# C42H28FeN2PS2

C42H28FeN2PS2 as an isolated structure (wB97M-V/def2-TZVPD, the Open Molecules 2025 dataset).

Geometry as XYZ:
```
76
Properties=species:S:1:pos:R:3:forces:R:3:lowdin_charge:R:1
Fe -0.2615 0.2269 0.1524 -0.10 -0.29 0.03 0.5359
S 6.3154 -1.4189 -1.8260 -0.07 0.04 0.00 1.0889
C 6.6326 -1.0782 -3.4641 -0.03 0.00 0.01 -0.3778
C 5.6190 -0.3787 -4.0484 0.08 -0.02 -0.02 -0.1593
C 4.5638 -0.1111 -3.1474 -0.01 0.00 0.08 -0.1157
C 4.7943 -0.6113 -1.8898 0.07 -0.02 -0.13 -0.4963
C 3.9316 -0.5098 -0.7178 -0.05 0.02 0.04 -0.1684
C 2.5562 -0.2453 -0.8895 0.04 -0.03 -0.04 -0.0113
N 1.7130 -0.1458 0.1157 -0.11 0.06 0.41 0.0577
C 2.1752 -0.2982 1.3850 -0.01 0.00 -0.08 -0.1390
C 3.5139 -0.5648 1.6676 -0.10 0.02 -0.01 -0.1085
C 3.9083 -0.6992 3.0435 0.00 0.01 0.02 0.0187
C 3.0072 -0.5693 4.0417 0.05 0.00 0.02 0.0181
C 1.6233 -0.2947 3.7657 -0.06 -0.01 -0.02 -0.1075
C 0.6381 -0.1516 4.7540 -0.02 0.02 -0.03 0.0704
C -0.6788 0.1113 4.4137 0.07 -0.01 -0.04 -0.1640
C -0.9704 0.2429 3.0418 -0.16 0.03 0.00 0.0014
N -0.0646 0.1038 2.0918 0.38 0.11 -0.21 0.0491
C 1.2240 -0.1639 2.4376 0.07 -0.03 0.04 -0.1269
C -1.7428 0.2602 5.4020 -0.09 0.03 0.09 -0.4869
C -3.0703 0.5356 5.1837 0.10 -0.03 0.00 -0.1100
C -3.8218 0.6146 6.3768 -0.03 0.01 0.07 -0.1576
C -3.0578 0.3976 7.4842 0.02 -0.01 -0.03 -0.3750
S -1.4296 0.0967 7.0897 -0.03 0.02 -0.08 1.0942
C 4.3912 -0.6676 0.5779 0.03 0.02 -0.03 0.0695
H 7.5531 -1.4148 -3.9128 0.00 0.00 -0.01 0.0812
H 5.6350 -0.0578 -5.0786 0.00 0.00 -0.01 0.1137
H 3.6899 0.4649 -3.4193 -0.01 0.01 0.02 0.1114
H 2.1357 -0.1223 -1.8782 0.02 -0.01 -0.05 0.1133
H 4.9473 -0.9019 3.2673 0.00 -0.01 0.00 0.1320
H 3.3164 -0.6674 5.0741 0.00 -0.01 0.00 0.1319
H 0.9239 -0.2451 5.7950 0.00 -0.02 0.00 0.1169
H -1.9731 0.4699 2.7083 0.00 0.00 0.01 0.1099
H -3.5108 0.6775 4.2077 0.01 0.01 -0.02 0.0972
H -4.8795 0.8249 6.4164 -0.01 0.00 0.00 0.1136
H -3.3672 0.3987 8.5167 -0.01 0.00 0.01 0.0820
H 5.4421 -0.8561 0.7637 0.00 0.00 -0.01 0.1232
C -6.2388 -1.9418 0.6598 0.01 0.01 0.00 -0.0401
C -5.8375 -0.8235 1.3817 -0.01 -0.01 0.00 -0.0523
C -4.6656 -0.1690 1.0460 -0.01 0.00 0.03 -0.0959
C -3.8960 -0.6374 -0.0206 0.05 -0.07 -0.10 -0.3460
C -4.3024 -1.7523 -0.7506 0.01 -0.03 0.01 -0.0696
C -5.4757 -2.4039 -0.4030 0.00 0.00 0.01 -0.0469
P -2.4128 0.2699 -0.4221 0.10 0.41 0.01 1.1011
C -1.4167 -0.5174 -1.7086 0.09 -0.06 0.00 -0.3825
C -0.9513 0.1631 -2.8438 -0.08 -0.01 -0.04 -0.0360
C -0.0340 -0.4437 -3.6859 -0.01 -0.04 -0.01 -0.0396
C 0.4536 -1.7162 -3.3971 -0.01 0.03 0.03 -0.0417
C 0.0471 -2.3798 -2.2472 -0.01 0.00 -0.03 -0.0435
C -0.8709 -1.7802 -1.3956 -0.07 -0.04 -0.06 -0.1119
C -2.7231 1.9635 -0.8735 0.02 -0.07 0.04 -0.3018
C -3.8690 2.5246 -1.3776 0.03 -0.07 0.03 -0.0330
C -3.8821 3.9001 -1.6761 0.06 0.06 0.00 -0.0370
C -2.7653 4.6675 -1.4625 -0.07 -0.04 -0.01 0.0151
C -1.5745 4.1107 -0.9351 0.04 0.01 0.00 -0.1468
C -0.4097 4.8747 -0.6730 0.07 -0.06 0.04 0.0044
C 0.6982 4.2810 -0.1350 -0.10 0.10 -0.07 -0.0438
C 0.7059 2.8983 0.1630 0.10 -0.15 0.07 -0.0588
C -0.3957 2.1209 -0.0868 -0.08 0.19 -0.02 -0.1384
C -1.5590 2.7345 -0.6307 -0.14 -0.11 0.00 -0.1978
H -7.1569 -2.4495 0.9224 0.00 0.00 0.01 0.1206
H -6.4429 -0.4604 2.2007 -0.01 0.00 0.01 0.1172
H -4.3654 0.7176 1.5946 0.00 0.01 0.00 0.1044
H -3.7174 -2.1061 -1.5902 -0.01 0.01 0.00 0.1083
H -5.7985 -3.2671 -0.9683 0.00 0.00 -0.01 0.1196
H -1.3408 1.1466 -3.0754 0.02 0.02 0.01 0.1254
H 0.2905 0.0708 -4.5807 0.01 0.00 0.00 0.1246
H 1.1607 -2.1874 -4.0677 0.00 0.01 0.00 0.1257
H 0.4329 -3.3639 -2.0176 0.00 0.00 0.00 0.1256
H -1.2228 -2.3203 -0.5193 0.02 0.02 0.01 0.1261
H -4.7554 1.9232 -1.5393 0.00 0.00 -0.01 0.1218
H -4.7811 4.3499 -2.0732 -0.01 0.01 0.00 0.1191
H -2.7875 5.7264 -1.6875 0.00 0.01 0.00 0.1290
H -0.4119 5.9336 -0.8972 0.01 0.01 0.00 0.1279
H 1.5847 4.8665 0.0678 0.00 0.00 0.00 0.1174
H 1.6104 2.4773 0.5883 -0.04 -0.02 0.00 0.1041
```
Positions in Å, forces in eV/Å.

## Properties
LUMO (spin up / spin down) ... -6.877 / -6.535 eV
⟨S²⟩ ... 0.885
2S+1 ... 2
Frontier orbital gap (spin up / spin down) ... 5.96 / 6.31 eV
Charge ... +2

# C42H30I3N2PRuSe

C42H30I3N2PRuSe as an isolated structure (wB97M-V/def2-TZVPD, the Open Molecules 2025 dataset).

Geometry as XYZ:
```
80
Properties=species:S:1:pos:R:3:forces:R:3:lowdin_charge:R:1
Ru 0.9868 0.6100 -0.7907 -0.25 -0.99 -0.30 0.3586
I 0.3926 -1.9173 -1.7339 0.22 0.21 -0.09 1.0476
C -1.6943 -1.9240 -1.1537 -0.04 0.16 0.13 -0.5335
C -2.4818 -2.2752 -2.2168 -0.06 0.00 -0.02 -0.1817
C -3.8553 -2.5600 -2.0733 0.06 0.01 -0.05 -0.0816
C -4.4052 -2.5600 -0.8316 -0.01 -0.01 0.07 -0.0509
C -3.6300 -2.2011 0.2996 -0.02 -0.02 -0.02 -0.1737
C -4.2247 -2.2591 1.5814 -0.02 0.00 0.00 -0.0445
C -3.5170 -1.9093 2.6892 0.02 0.00 0.00 -0.0689
C -2.2201 -1.3880 2.5349 -0.03 0.02 0.00 -0.0783
C -1.6084 -1.2674 1.3117 0.04 0.04 -0.04 -0.2924
P -0.0348 -0.2458 1.2788 -0.23 0.14 0.05 0.9920
C -0.4732 0.9842 2.5969 0.03 -0.06 -0.01 -0.3453
C -1.0791 2.1651 2.1686 0.05 -0.04 -0.03 -0.1755
C -1.5153 3.1173 3.0765 0.00 0.04 0.07 -0.0778
C -1.3297 2.9238 4.4369 -0.02 0.02 -0.05 -0.0951
C -0.7045 1.7681 4.8792 0.04 -0.06 -0.01 -0.0899
C -0.2867 0.8074 3.9678 -0.04 0.00 0.06 -0.1176
C 1.0447 -1.4416 2.1692 0.07 -0.03 -0.09 -0.3507
C 0.9016 -2.8056 1.9161 0.00 0.00 0.02 -0.1018
C 1.7789 -3.7301 2.4649 0.01 0.00 0.00 -0.0762
C 2.8129 -3.3087 3.2870 0.01 0.00 -0.02 -0.0925
C 2.9683 -1.9546 3.5474 -0.02 0.02 0.02 -0.0845
C 2.0983 -1.0321 2.9865 0.01 0.04 -0.01 -0.1245
C -2.2725 -1.7889 0.1505 0.06 -0.02 -0.07 -0.2088
H -2.0292 -2.3590 -3.1982 -0.01 -0.01 -0.01 0.0766
H -4.4474 -2.8146 -2.9435 0.01 0.00 -0.01 0.1004
H -5.4425 -2.8357 -0.6796 0.00 0.01 0.01 0.1061
H -5.2533 -2.5932 1.6592 0.00 -0.01 -0.01 0.1078
H -3.9581 -1.9736 3.6758 0.01 -0.01 0.01 0.1012
H -1.7085 -1.0303 3.4175 -0.07 -0.01 -0.02 0.0905
H -1.1755 2.3670 1.1128 -0.05 -0.03 0.02 -0.0068
H -1.9755 4.0263 2.7102 0.00 0.00 0.00 0.1051
H -1.6607 3.6716 5.1470 0.01 0.01 0.00 0.0961
H -0.5417 1.6062 5.9378 -0.01 -0.01 0.00 0.0973
H 0.1636 -0.0988 4.3475 0.09 -0.05 -0.02 0.0947
H 0.1003 -3.1552 1.2776 0.01 0.00 0.01 0.0862
H 1.6530 -4.7820 2.2409 0.00 0.00 0.00 0.1024
H 3.5014 -4.0280 3.7125 -0.01 -0.01 0.01 0.0976
H 3.7774 -1.6079 4.1792 0.01 0.00 -0.01 0.1056
H 2.2607 0.0211 3.1745 -0.06 0.03 0.06 0.1018
C 4.1075 1.0908 -3.8177 0.00 0.00 -0.02 -0.1095
C 3.3622 1.2591 -4.9834 0.00 0.00 0.02 -0.1066
C 1.9919 1.3606 -4.8864 0.01 0.01 0.03 -0.0514
C 1.3687 1.2698 -3.6352 -0.05 0.05 -0.02 -0.2330
C 2.0857 1.0158 -2.4592 0.08 -0.12 0.15 -0.3317
C 3.4828 0.9710 -2.5900 -0.01 0.00 -0.03 -0.1492
C -0.0615 1.4876 -3.4620 -0.08 -0.05 -0.10 -0.2297
C -0.8381 2.0630 -4.5131 0.02 -0.08 0.02 0.0069
C -2.1497 2.3248 -4.3343 -0.06 0.03 -0.04 -0.0119
C -2.7502 2.0243 -3.0894 -0.03 -0.03 -0.01 -0.1580
C -4.1179 2.2662 -2.8334 0.04 0.00 -0.03 -0.0458
C -4.6668 1.9706 -1.6178 0.00 -0.01 0.06 -0.0883
C -3.8501 1.4259 -0.6081 -0.06 0.02 -0.02 -0.0581
C -2.5243 1.1945 -0.8413 0.02 0.04 0.02 -0.0469
C -1.9288 1.4760 -2.0830 0.05 -0.10 0.00 -0.1944
N -0.5917 1.2003 -2.2775 0.18 0.38 0.27 0.0180
H 5.1883 1.0273 -3.8750 0.00 -0.01 0.00 0.0983
H 3.8487 1.3046 -5.9492 0.01 0.00 0.00 0.0925
H 1.4086 1.4833 -5.7908 0.02 0.01 0.00 0.0936
H 4.1103 0.8253 -1.7195 0.00 0.01 -0.03 0.0803
H -0.3519 2.3145 -5.4426 0.00 -0.01 0.01 0.0989
H -2.7434 2.7770 -5.1211 -0.01 -0.01 0.01 0.1142
H -4.7235 2.6922 -3.6254 0.01 0.00 -0.01 0.1065
H -5.7164 2.1572 -1.4289 0.00 -0.01 0.00 0.0961
H -4.2695 1.1846 0.3618 0.01 0.00 0.00 0.1097
H -1.8903 0.7858 -0.0797 0.02 -0.01 0.06 0.0317
I 1.1595 3.2424 -0.2296 0.02 0.25 -0.13 0.2887
Se 3.0719 -2.4816 -3.2110 -0.03 -0.03 0.07 -0.2835
I 5.4628 2.1471 2.8484 0.01 0.03 0.00 0.8515
C 4.6518 0.7239 1.5613 -0.06 -0.01 0.00 -0.7273
C 5.3157 -0.4656 1.3113 0.07 0.00 0.03 -0.1416
C 4.6865 -1.3843 0.4985 -0.04 -0.03 -0.06 -0.0400
C 3.4371 -1.0924 -0.0279 0.02 0.01 0.07 -0.1982
N 2.8097 0.0642 0.2002 -0.04 0.52 0.03 -0.1017
C 3.4168 0.9645 0.9922 0.12 -0.16 0.03 -0.2866
H 6.2889 -0.6640 1.7406 0.00 0.00 0.00 0.0960
H 5.1513 -2.3263 0.2432 -0.02 -0.01 -0.01 0.1148
H 2.9629 -1.7936 -0.6964 -0.02 -0.05 -0.05 -0.0726
H 2.8893 1.8930 1.1572 0.01 -0.01 0.03 -0.0466
```
Positions in Å, forces in eV/Å.

## Properties
LUMO (spin up / spin down) ... 2.047 / 2.047 eV
⟨S²⟩ ... 0.754
2S+1 ... 2
Frontier orbital gap (spin up / spin down) ... 6.18 / 5.82 eV
Charge ... -1

F_max, respectively: 0.0087 0.0206 Eh/bohr.
DFT total energy, respectively: -112322.425 -148544.152 eV.